{"formula": "C7H17N2", "method": "the ωB97M-V functional and the def2-TZVPD basis", "species": ["C", "C", "C", "C", "C", "C", "C", "N", "N", "H", "H", "H", "H", "H", "H", "H", "H", "H", "H", "H", "H", "H", "H", "H", "H", "H"], "xyz": [[-1.8840, 1.3847, -0.2894], [-1.0127, -0.7996, -0.5460], [2.2962, 0.9628, -0.7900], [0.9303, 0.5522, 1.3293], [2.0936, -1.2872, 0.0454], [-3.1884, -0.3766, 0.4214], [1.3662, 0.0497, -0.0566], [-2.0195, 0.1652, -0.1533], [0.1865, -0.0049, -0.9203], [-2.5651, 2.0474, 0.1001], [-0.9449, 1.6850, -0.6811], [-0.7784, -1.1577, 0.4130], [-1.3848, -1.5284, -1.2314], [3.1982, 0.9466, -0.2758], [2.5692, 0.3650, -1.7936], [1.9842, 1.9250, -1.1422], [1.7221, 0.5801, 2.0292], [0.1974, -0.0683, 1.8398], [0.4952, 1.4874, 1.2082], [2.7537, -1.6689, -0.8217], [2.8436, -1.2073, 0.9221], [1.4521, -2.0643, 0.3109], [-3.0469, -0.7375, 1.4286], [-3.8987, 0.3039, 0.5395], [-3.8144, -1.1569, -0.0711], [0.4494, -0.3974, -1.8147]], "atomic_forces_ev_per_a": [[1.72, 1.15, -0.27], [3.21, 2.32, 0.81], [0.34, -1.95, -3.33], [-0.01, -1.55, -0.70], [3.25, 0.18, 0.83], [-0.71, -3.58, 0.90], [-0.20, -0.63, 0.12], [-1.74, -1.67, -1.01], [-1.94, -1.90, -1.69], [-1.77, 1.35, 0.61], [0.58, 0.48, -0.57], [0.15, -1.79, 1.15], [-0.21, -0.28, -0.49], [1.79, 0.64, 0.94], [-0.56, 1.38, 1.93], [-0.42, 0.63, 0.44], [1.10, 0.33, 0.47], [-0.24, -0.42, -0.22], [-0.61, 1.99, 0.03], [-1.37, 1.05, 0.94], [-1.08, -0.16, -1.29], [-1.24, -1.43, 0.48], [0.72, -0.34, 0.29], [-2.73, 3.64, 0.42], [1.53, 0.10, -0.54], [0.43, 0.46, -0.26]], "lowdin_charge": [0.201, -0.090, -0.040, -0.008, -0.044, 0.000, -0.639, -0.124, -0.016, 0.118, 0.112, 0.111, 0.154, 0.067, 0.138, 0.082, 0.086, 0.086, 0.059, 0.121, 0.123, 0.048, 0.125, 0.055, 0.147, 0.127], "total_charge": 1, "smiles": "C=[N+](C)CNC(C)(C)C", "e_above_lowest_kcal_mol": 51.78, "homo_energy_ev": -13.5, "orbital_gap_ha": 0.3411, "energy_ev": -10506.3041}